A structure of composition C47H63AsN3O4S3Si3V in a non-equilibrium geometry, computed with ωB97M-V/def2-TZVPD.

Positions of all 125 atoms, in Å:
As  2.985  -0.408  0.183
V  0.439  -0.440  0.129
S  -1.071  3.625  -0.848
S  -2.500  0.302  -0.570
S  0.200  -2.709  -0.571
Si  3.949  0.794  -1.633
Si  4.330  -2.359  0.396
Si  3.668  0.881  2.068
O  0.230  1.459  1.170
O  1.016  -3.456  0.464
O  0.349  -1.367  2.132
O  -1.742  -0.541  0.491
N  0.634  0.375  -5.991
N  0.405  0.487  -1.634
N  0.457  1.566  -3.820
C  -2.554  -0.616  -2.101
C  0.550  0.906  -4.967
C  0.601  -3.346  -2.156
C  -6.391  1.187  -0.187
C  -2.554  -2.931  -1.081
C  -5.258  -4.975  0.535
C  -1.615  -4.257  0.737
C  -2.489  -1.974  -2.232
C  3.982  -3.561  -0.969
C  -2.565  -1.659  -4.674
C  0.419  0.961  -2.707
C  3.145  2.466  -1.717
C  3.968  -3.090  2.055
C  -2.415  -3.918  -3.790
C  -2.495  -2.519  -3.560
C  -2.656  0.257  -3.216
C  -4.634  -0.719  0.819
C  2.644  0.374  3.522
C  -6.869  0.203  0.676
C  0.684  -4.729  -2.297
C  -3.978  -4.423  0.254
C  -5.969  -0.735  1.180
C  -6.344  -4.618  -0.202
C  6.132  -1.956  0.301
C  1.617  -4.971  -5.971
C  -2.518  -2.195  -5.985
C  1.175  -3.025  -4.450
C  -2.842  -4.786  1.013
C  -2.382  -4.410  -5.061
C  -2.313  4.587  0.021
C  -2.676  -0.258  -4.471
C  -6.208  -3.680  -1.258
C  1.028  -5.242  -3.532
C  -1.484  -3.335  -0.324
C  -8.324  0.143  1.051
C  5.773  1.072  -1.439
C  3.399  2.679  1.709
C  -4.194  0.262  -0.061
C  -3.837  -3.495  -0.799
C  -2.427  -3.542  -6.177
C  0.856  -2.489  -3.212
C  -5.054  1.232  -0.553
C  1.266  -4.403  -4.625
C  5.444  0.643  2.534
C  3.652  -0.167  -3.192
C  -4.997  -3.133  -1.546
C  0.158  4.905  -1.135
H  6.095  1.246  -0.413
H  1.099  -6.315  -3.664
H  -2.693  5.379  -0.622
H  1.615  0.721  3.436
H  0.780  -2.221  1.916
H  -7.078  -3.396  -1.836
H  4.436  0.106  -3.906
H  -4.911  -2.409  -2.346
H  -2.367  -4.597  -2.949
H  2.659  -4.763  -6.219
H  6.152  0.740  1.712
H  2.086  2.443  -1.465
H  6.654  -2.915  0.382
H  3.093  0.826  4.412
H  -8.453  -0.150  2.092
H  -0.253  5.689  -1.771
H  -2.740  0.394  -5.331
H  6.491  -1.309  1.100
H  0.786  -1.422  -3.076
H  3.333  3.200  2.669
H  -3.135  3.919  0.277
H  -8.815  1.103  0.903
H  -2.310  -5.479  -5.219
H  2.485  2.878  1.152
H  3.642  3.165  -1.044
H  1.344  -2.356  -5.287
H  -7.312  -5.050  0.013
H  5.673  1.427  3.265
H  -6.322  -1.497  1.866
H  1.476  -6.051  -5.998
H  2.613  -0.707  3.667
H  2.693  0.071  -3.651
H  3.240  2.844  -2.740
H  -1.913  5.020  0.937
H  4.241  3.102  1.157
H  -5.348  -5.690  1.344
H  -8.848  -0.593  0.437
H  4.645  -3.935  2.213
H  4.141  -2.373  2.861
H  -2.545  -1.513  -6.825
H  3.085  -4.144  -0.768
H  -3.938  -1.442  1.222
H  6.357  0.241  -1.836
H  3.696  -1.247  -3.049
H  -0.740  -4.545  1.301
H  -7.073  1.936  -0.569
H  -4.697  2.009  -1.219
H  -2.393  -3.948  -7.179
H  2.945  -3.458  2.126
H  6.025  1.964  -2.022
H  1.001  4.448  -1.650
H  3.862  -3.084  -1.943
H  5.614  -0.321  3.017
H  -0.083  2.168  0.555
H  6.418  -1.508  -0.651
H  -2.691  1.330  -3.064
H  -0.499  1.331  1.791
H  -2.957  -5.499  1.821
H  0.496  -5.384  -1.455
H  4.839  -4.239  -1.037
H  1.003  -4.522  -6.753
H  0.504  5.336  -0.196
H  -0.555  -1.598  2.387

Calculated values
HOMO level (alpha / beta): -9.99 / -10.71 eV
ΔE to the lowest compared entry with this formula, charge and spin: 0.000 eV
Gap between HOMO and LUMO (alpha / beta): 7.65 / 8.36 eV
E_tot: -7536.8403 Eh
Multiplicity: 4
Net charge: +1

Atom charges from the Mulliken analysis, given in e for atoms 1 to 2: As 0.5026; V 1.2672

An isolated molecule of C13H19BrN2O4S, computed with ωB97M-V/def2-TZVPD.

Positions of all 40 atoms, in Å:
Br  -1.791  0.163  -2.432
S  -0.547  -1.366  2.773
O  2.703  3.040  -0.675
O  0.106  -2.453  3.442
O  -1.951  -1.155  2.974
O  0.518  -1.496  -3.028
N  0.312  0.007  3.166
N  0.615  1.766  0.846
C  -0.744  -0.803  -1.195
C  1.904  1.136  0.610
C  0.340  2.708  -0.227
C  0.442  2.280  2.195
C  3.022  2.164  0.384
C  1.483  3.710  -0.430
C  0.833  -2.219  0.563
C  -0.352  1.285  3.059
C  -1.035  -0.763  0.150
C  1.118  -2.265  -0.793
C  1.582  -2.216  -3.607
C  -0.232  -1.474  1.022
C  0.335  -1.547  -1.695
H  -1.877  -0.205  0.524
H  1.585  4.352  0.460
H  3.952  1.669  0.099
H  2.140  0.483  1.450
H  0.907  -0.126  3.966
H  1.808  0.525  -0.293
H  1.478  -3.291  -3.431
H  1.949  -2.856  -1.143
H  2.549  -1.872  -3.229
H  -0.529  1.728  4.045
H  1.302  4.337  -1.304
H  3.198  2.745  1.304
H  0.220  2.130  -1.147
H  1.402  2.482  2.688
H  -0.595  3.231  -0.023
H  1.426  -2.770  1.275
H  1.519  -2.016  -4.675
H  -0.124  3.213  2.165
H  -1.320  1.091  2.595

Calculated values
HOMO level: -8.19 eV
ΔE to the lowest compared entry with this formula, charge and spin: 0.031 eV
Gap between HOMO and LUMO: 8.75 eV
E_tot: -3889.3952 Eh
SMILES string: COc1ccc(S(=O)(=O)NCCN2CCOCC2)cc1Br
Net charge: 0

Atom charges from the Mulliken analysis, given in e for atoms 1 to 2: Br -0.1248; S 1.2670

A structure of composition C21H58BaN16O16 in a non-equilibrium geometry, computed with ωB97M-V/def2-TZVPD.

Positions of all 112 atoms, in Å:
Ba  -2.067  2.359  -0.354
O  1.260  -2.473  1.355
O  1.790  -4.197  0.286
O  3.703  -3.082  -2.900
O  3.204  -3.890  -1.035
O  -1.163  3.748  -1.383
O  3.136  1.054  3.262
O  1.227  -4.190  -1.660
O  -3.209  0.844  -0.536
O  0.644  2.791  3.152
O  1.497  1.893  -4.671
O  -1.964  1.873  4.542
O  -0.775  1.530  -1.751
O  1.896  -2.281  -1.514
O  -2.605  -3.056  3.288
O  -2.630  2.269  -2.187
O  -1.688  1.089  0.930
N  -0.031  4.532  -3.190
N  2.088  -0.910  3.157
N  -3.432  1.201  -3.873
N  4.174  -1.602  -4.511
N  -2.784  -0.688  0.897
N  2.170  0.302  1.347
N  -0.667  1.288  2.846
N  -0.244  0.975  -5.742
N  -0.698  3.221  0.428
N  2.937  -1.039  -2.878
N  0.357  2.670  -2.540
N  0.792  -0.244  -4.394
N  -4.767  -0.791  -0.048
N  -2.687  0.623  2.847
N  1.033  -2.844  3.453
N  -1.557  0.709  -3.110
C  -1.776  1.292  3.475
C  -0.356  -2.613  3.844
C  -0.862  0.331  0.437
C  0.641  -0.428  -1.610
C  1.301  2.931  1.934
C  -2.533  1.500  -3.076
C  -0.311  3.697  -2.297
C  -0.426  0.503  -1.149
C  -0.489  -1.066  4.269
C  -3.606  -0.149  0.061
C  1.044  -1.476  -0.898
C  0.676  0.984  -4.843
C  1.450  2.433  -0.530
C  2.447  0.230  2.650
C  3.608  -2.000  -3.427
C  0.495  2.404  0.714
C  -0.277  -0.816  1.220
C  0.646  -1.627  0.602
C  -3.537  -3.462  2.294
C  1.300  3.326  4.274
C  -1.371  -2.973  2.729
H  -3.571  0.370  3.266
H  0.714  4.356  -3.849
H  0.236  1.366  0.919
H  4.083  -3.963  -0.664
H  1.488  3.986  1.734
H  1.092  -0.227  -2.571
H  -0.726  0.776  -2.539
H  -1.391  -2.162  2.001
H  2.414  -1.156  4.081
H  -1.544  -0.051  -3.775
H  1.568  -0.435  1.008
H  -1.126  -3.855  2.137
H  -4.250  1.792  -3.839
H  4.803  -2.264  -4.943
H  2.332  2.578  1.943
H  -0.320  4.132  0.210
H  1.443  -1.534  2.694
H  -1.845  -0.331  1.003
H  1.399  -3.267  -1.474
H  0.733  3.110  5.180
H  -0.013  -0.849  -4.465
H  2.518  -1.074  -1.960
H  1.737  -3.241  0.304
H  -3.266  -4.359  1.737
H  -0.678  -3.161  4.730
H  -3.082  -1.592  1.234
H  -0.827  0.968  1.902
H  -1.522  -0.813  4.507
H  0.149  1.873  -1.956
H  3.080  -0.122  -3.275
H  -1.068  0.465  -5.456
H  1.198  -2.518  2.512
H  0.667  -4.178  -2.436
H  -4.460  -3.675  2.833
H  0.174  -0.838  5.104
H  2.724  0.921  0.772
H  0.754  2.479  -3.449
H  0.911  2.092  -1.413
H  -0.395  5.455  -3.002
H  1.401  4.408  4.194
H  1.757  3.454  -0.761
H  0.156  1.766  3.184
H  -2.413  0.239  1.955
H  -3.129  0.556  -4.589
H  -5.392  -0.510  -0.790
H  3.938  -0.632  -4.662
H  -3.765  -2.679  1.572
H  2.367  1.862  -0.387
H  -5.067  -1.389  0.708
H  -1.076  3.441  1.339
H  -0.382  1.877  -6.174
H  1.342  -4.477  1.084
H  2.242  2.778  4.283
H  1.076  -3.840  3.295
H  -0.230  -0.321  3.516
H  3.125  -2.969  -1.284
H  1.477  -0.403  -3.669
H  -0.561  -0.924  2.257

Calculated values
HOMO level: -5.22 eV
Gap between HOMO and LUMO: 2.74 eV
E_tot: -2937.8991 Eh
Net charge: 0

Atom charges from the Mulliken analysis, given in e for atoms 1 to 2: Ba 2.1747; O -0.5177

A cluster of 3 separate species, C18H38BrN2O4 in total in a non-equilibrium geometry, computed with ωB97M-V/def2-TZVPD.

Positions of all 63 atoms, in Å:
Br  1.248  2.572  -1.233
O  5.830  -1.647  -0.203
O  -4.973  3.199  0.819
O  0.293  -2.342  -2.687
O  -2.408  -0.364  -2.526
N  -6.488  2.739  3.208
N  7.806  -0.531  1.548
C  7.040  -1.711  1.970
C  0.984  -3.261  0.640
C  -7.792  4.308  1.878
C  1.503  -2.801  -2.001
C  -5.234  4.276  1.705
C  -2.029  -1.710  -2.851
C  2.458  -1.518  -1.985
C  1.302  -3.153  -0.537
C  -5.725  3.226  -0.381
C  7.928  -2.946  1.848
C  6.236  -2.804  -0.915
C  -0.865  -2.252  -1.881
C  1.230  0.829  -2.241
C  1.820  -0.260  -1.264
C  -3.280  -0.303  -1.391
C  5.712  -1.832  1.199
C  -6.470  4.075  2.603
C  -2.619  0.424  -0.135
H  -2.985  1.483  -0.040
H  -1.250  -3.253  -1.514
H  2.583  -1.246  -3.081
H  7.352  -3.860  2.011
H  7.241  0.299  1.713
H  5.052  -1.029  1.542
H  5.862  -2.721  -1.936
H  -8.607  4.403  2.600
H  -5.282  5.226  1.158
H  -0.809  -1.489  -1.057
H  -5.161  2.688  -1.144
H  -3.585  -1.340  -1.080
H  -6.675  2.703  -0.245
H  5.198  -2.774  1.424
H  -1.502  0.429  -0.237
H  3.488  -1.782  -1.621
H  -8.053  3.486  1.210
H  -7.760  5.229  1.291
H  -5.643  2.620  3.764
H  0.184  0.565  -2.531
H  7.885  -0.570  0.533
H  -6.375  2.063  2.454
H  6.792  -1.596  3.030
H  1.035  -0.495  -0.502
H  5.836  -3.721  -0.474
H  1.930  0.953  -3.102
H  -4.355  4.336  2.355
H  0.793  -3.284  1.728
H  -2.868  -0.199  0.764
H  -5.901  4.247  -0.734
H  2.660  0.245  -0.694
H  -2.905  -2.431  -2.804
H  -6.410  4.814  3.408
H  7.328  -2.849  -0.965
H  -1.652  -1.777  -3.912
H  8.416  -3.018  0.875
H  8.721  -2.917  2.601
H  -4.222  0.253  -1.652

Calculated values
HOMO level: -1.91 eV
Gap between HOMO and LUMO: 4.30 eV
E_tot: -3692.9114 Eh
Net charge: -1

Atom charges from the Mulliken analysis, given in e for atoms 1 to 2: Br -0.2911; O -0.3858

A structure of composition C12H22ClNa3O16 in a non-equilibrium geometry, computed with ωB97M-V/def2-TZVPD.

Positions of all 54 atoms, in Å:
Cl  -1.598  -2.628  -2.379
Na  -7.723  -4.911  -4.666
Na  -6.195  2.648  -0.971
Na  -0.924  -0.915  -9.002
O  -2.350  -1.565  -1.776
O  7.365  5.395  0.980
O  4.415  2.316  -7.256
O  -2.351  -3.800  -2.619
O  3.206  2.843  -5.477
O  -2.779  -11.218  3.676
O  -1.660  -9.515  2.799
O  5.927  3.749  0.763
O  -5.970  1.559  4.773
O  -4.436  0.845  6.342
O  -0.532  -2.954  -1.483
O  7.463  3.740  2.497
O  -0.998  -2.100  -3.577
O  -3.800  -9.262  3.059
O  2.273  2.963  -7.600
O  -6.007  2.266  7.014
C  2.105  3.541  -4.830
C  -7.191  2.977  6.885
C  -3.696  0.120  5.338
C  5.459  2.439  1.072
C  4.631  2.045  -8.670
C  3.218  2.748  -6.862
C  -5.547  1.537  5.970
C  6.776  6.103  -0.081
C  -2.751  -10.099  3.232
C  6.951  4.213  1.459
C  -3.355  -7.961  2.511
C  -1.871  -8.139  2.473
H  -7.480  3.515  7.788
H  5.727  6.331  0.112
H  -1.663  -7.975  1.415
H  1.175  3.008  -5.028
H  6.813  5.518  -1.000
H  -7.134  3.755  6.123
H  -4.361  -0.537  4.777
H  -7.983  2.259  6.672
H  2.080  4.589  -5.125
H  2.369  3.584  -3.773
H  7.241  7.087  -0.137
H  4.051  2.789  -9.217
H  5.685  2.162  -8.925
H  -2.827  -0.442  5.680
H  4.408  1.028  -8.991
H  -3.845  -7.949  1.537
H  -3.314  0.812  4.588
H  6.289  1.739  1.170
H  4.756  2.026  0.349
H  -1.365  -7.471  3.169
H  -3.652  -7.150  3.176
H  4.975  2.345  2.044

Calculated values
HOMO level: -11.61 eV
ΔE to the lowest compared entry with this formula, charge and spin: 1.930 eV
Gap between HOMO and LUMO: 4.48 eV
E_tot: -2620.5194 Eh
Net charge: +2

Atom charges from the Mulliken analysis, given in e for atoms 1 to 2: Cl 1.5826; Na 0.9998

A structure of composition C24H43BCoFN6PS3, computed with ωB97M-V/def2-TZVPD.

Positions of all 80 atoms, in Å:
Co  0.093  -0.952  -1.144
S  2.312  -0.702  -0.962
S  -2.092  0.279  -1.232
S  -0.472  -1.905  0.880
P  0.288  -2.932  -1.998
F  0.224  -0.501  -2.911
N  -0.394  2.218  -0.269
N  -0.634  0.689  1.745
N  -1.763  3.004  -1.780
N  -1.973  -0.646  2.838
N  1.727  1.197  0.960
N  3.822  0.576  0.964
C  2.376  1.940  1.924
C  1.496  -3.015  -3.339
C  -2.214  4.121  -3.911
C  5.124  -0.114  0.663
C  -3.616  -2.323  2.092
C  -2.131  0.632  3.354
C  -2.836  3.275  -2.797
C  -3.951  4.041  -2.086
C  4.986  -1.604  0.971
C  5.501  0.146  -0.795
C  -3.707  -1.425  4.404
C  -1.309  1.451  2.674
C  6.211  0.471  1.560
C  -0.995  4.054  -1.302
C  -0.154  3.568  -0.373
C  3.672  1.577  1.913
C  2.619  0.357  0.388
C  -1.825  -2.919  3.791
C  -1.057  -0.588  1.846
C  0.768  -4.278  -0.885
C  -1.409  1.870  -1.124
C  -2.773  -1.840  3.271
C  -1.313  -3.381  -2.692
C  -3.400  2.011  -3.432
B  0.247  1.143  0.581
H  -1.228  -2.535  4.620
H  4.250  -2.082  0.330
H  -4.081  2.331  -4.222
H  0.617  4.064  0.191
H  1.863  2.651  2.548
H  -2.966  4.287  -4.681
H  5.583  1.217  -0.983
H  -1.882  5.100  -3.569
H  -1.269  -4.353  -3.186
H  6.369  1.534  1.373
H  -2.996  -2.652  1.261
H  6.000  0.312  2.618
H  0.935  -5.182  -1.473
H  -1.593  -2.611  -3.412
H  -0.007  -4.470  -0.145
H  -2.414  -3.760  4.158
H  -4.272  -1.525  1.743
H  -4.378  3.436  -1.284
H  5.950  -2.087  0.810
H  -1.157  -3.284  3.016
H  1.281  -2.225  -4.053
H  -2.054  -3.415  -1.893
H  4.487  1.932  2.511
H  4.699  -1.753  2.012
H  -3.957  1.404  -2.726
H  -1.165  2.514  2.760
H  -2.811  0.851  4.153
H  4.779  -0.276  -1.490
H  -1.370  3.600  -4.363
H  1.688  -4.007  -0.367
H  6.471  -0.310  -0.995
H  -4.426  -0.669  4.087
H  -1.105  5.056  -1.667
H  -2.617  1.396  -3.875
H  7.142  -0.044  1.329
H  -4.744  4.277  -2.795
H  -4.233  -3.161  2.418
H  1.431  -3.994  -3.818
H  -4.271  -2.305  4.709
H  -3.586  4.977  -1.661
H  2.502  -2.888  -2.941
H  -3.159  -1.066  5.276
H  0.249  0.222  -0.108

Calculated values
HOMO level (alpha / beta): -10.25 / -10.25 eV
ΔE to the lowest compared entry with this formula, charge and spin: 0.684 eV
Gap between HOMO and LUMO (alpha / beta): 7.27 / 7.27 eV
E_tot: -4312.2516 Eh
Net charge: +1

Atom charges from the Mulliken analysis, given in e for atoms 1 to 2: Co -0.8478; S -0.0519

- Which value of net charge does entry 1 give?
  +1